No. 1
Molecular formula: C20H26Br2CaN8O4Se
Method: DFT, ωB97M-V with the def2-TZVPD basis set

Calculated values
energy relative to the best compared isomer or geometry (same formula, charge and spin): 32.90 kcal/mol
total energy: -265147.7810 eV
lowest unoccupied orbital energy: 0.22 eV
largest force on an atom: 0.037 hartree/bohr

Last column: Löwdin charge in e.
Cartesian coordinates (Å):
1 Ca -0.1518 -0.7855 -0.4761  1.000
2 C -1.8381 -3.2401 2.9232  -0.022
3 N -2.2393 -1.8504 3.0291  -0.146
4 C -3.4465 -1.5623 3.7670  -0.045
5 C -1.4813 -0.9167 2.4263  -0.444
6 O -0.4442 -1.1973 1.8545  -0.077
7 C -1.9662 0.5330 2.4989  -0.119
8 O -1.2369 1.3958 1.6664  -0.111
9 C -0.0076 1.8673 2.1777  -0.084
10 C 1.2082 1.1247 1.5988  -0.434
11 O 1.1220 0.5527 0.5270  -0.221
12 N 2.3510 1.1452 2.3039  -0.129
13 C 2.6565 2.0521 3.3821  -0.038
14 C 3.4900 0.3984 1.8045  -0.050
15 H -1.4634 -3.6046 3.8805  0.099
16 H -2.6848 -3.8514 2.6109  0.091
17 H -1.0437 -3.3160 2.1806  0.092
18 H -3.8381 -2.4955 4.1680  0.093
19 H -3.2429 -0.8968 4.6088  0.094
20 H -4.2089 -1.1072 3.1263  0.089
21 H -2.9992 0.5918 2.1443  0.130
22 H -1.9318 0.8765 3.5467  0.137
23 H 0.0720 2.9134 1.8527  0.150
24 H -0.0247 1.8229 3.2736  0.119
25 H 1.7674 2.3505 3.9290  0.077
26 H 3.3376 1.5591 4.0762  0.094
27 H 3.1487 2.9501 2.9957  0.100
28 H 3.1416 -0.3446 1.0879  0.029
29 H 4.2089 1.0692 1.3330  0.060
30 H 3.9708 -0.1116 2.6374  0.095
31 N -2.2880 1.7953 -2.9222  0.122
32 C -1.1505 2.4074 -3.3522  -0.055
33 C -0.1496 1.9430 -2.5494  -0.111
34 N -0.6526 1.0728 -1.6519  0.001
35 C -1.9378 0.9810 -1.8907  -0.328
36 C -2.8278 0.0740 -1.2365  -0.328
37 N -2.5007 -0.7518 -0.2677  0.014
38 C -3.5989 -1.5057 -0.0196  -0.108
39 C -4.6164 -1.1271 -0.8477  -0.063
40 N -4.1209 -0.1132 -1.6090  0.112
41 H -3.1775 1.8419 -3.3897  0.138
42 H -1.1451 3.1011 -4.1652  0.113
43 H 0.8968 2.1551 -2.5770  0.061
44 H -3.5898 -2.2757 0.7279  0.102
45 H -5.6119 -1.4984 -0.9749  0.115
46 H -4.5810 0.2805 -2.4132  0.124
47 O 6.0572 -0.2641 -4.2078  0.077
48 C 4.8896 -0.0927 -3.5580  -0.310
49 C 3.7979 -0.9498 -3.7055  0.014
50 C 2.6293 -0.6726 -3.0176  -0.153
51 N 2.4993 0.3812 -2.2251  0.027
52 C 3.5395 1.1665 -2.0880  -0.717
53 Br 3.3016 2.6644 -0.9424  0.793
54 C 4.7598 1.0083 -2.7106  -0.043
55 H 6.0370 -1.0695 -4.7415  0.117
56 H 3.8493 -1.8070 -4.3605  0.117
57 H 1.7563 -1.3068 -3.1043  0.082
58 H 5.5818 1.6901 -2.5713  0.109
59 Br 1.8019 -2.5074 -0.1600  -0.145
60 Se -3.0028 -1.2609 -4.5164  0.495
61 C -1.7453 -1.5707 -3.3479  -0.971
62 N -0.9265 -1.7142 -2.5376  -0.032

---

No. 2
Molecular formula: C20H26ClInN2O2Se
Method: DFT, ωB97M-V with the def2-TZVPD basis set

Calculated values
energy relative to the best compared isomer or geometry (same formula, charge and spin): 20.97 kcal/mol
total energy: -111265.2824 eV
net charge: +2
lowest unoccupied orbital energy: -5.93 eV
largest force on an atom: 0.006 hartree/bohr

Last column: Löwdin charge in e.
Cartesian coordinates (Å):
1 In -0.1332 0.3369 -1.2563  0.992
2 Cl 5.4225 -0.1841 4.0518  0.744
3 C 4.2577 0.3746 2.9163  -0.647
4 C 4.6128 1.3177 1.9588  -0.037
5 C 3.6728 1.7859 1.0539  0.034
6 C 2.3764 1.3057 1.0827  -0.319
7 O 1.4950 1.7748 0.1431  -0.562
8 C 2.0133 0.3351 2.0306  -0.134
9 C 0.7109 -0.3018 2.1000  -0.161
10 O -0.2122 -0.2222 1.2884  -0.190
11 C 2.9665 -0.1080 2.9546  -0.029
12 H 5.6274 1.6930 1.9331  0.127
13 H 3.9375 2.5262 0.3105  0.139
14 H 0.5512 -0.9110 3.0018  0.145
15 H 2.6912 -0.8473 3.6975  0.126
16 C 0.7309 8.7499 -0.2523  -0.025
17 C 0.6584 7.2683 -0.0259  -0.227
18 C 0.7069 6.7350 1.2585  0.007
19 C 0.6282 5.3718 1.4940  -0.280
20 C 0.7413 4.8668 2.9119  -0.068
21 C 0.4642 4.5250 0.3763  -0.402
22 Se 0.0104 2.7361 0.7439  1.144
23 C 0.4671 5.0274 -0.9408  -0.268
24 C 0.4250 4.1583 -2.1686  -0.045
25 C 0.5660 6.3970 -1.1082  0.002
26 H 0.6990 9.3011 0.6847  0.084
27 H -0.0976 9.0813 -0.8791  0.093
28 H 1.6537 9.0121 -0.7731  0.097
29 H 0.8243 7.4028 2.1041  0.127
30 H 1.1164 5.6583 3.5570  0.087
31 H 1.4261 4.0214 2.9772  0.066
32 H -0.2222 4.5450 3.3102  0.082
33 H 0.3361 3.1030 -1.9257  -0.021
34 H 1.3493 4.2807 -2.7352  0.104
35 H -0.3985 4.4425 -2.8240  0.099
36 H 0.5774 6.8014 -2.1151  0.137
37 N -4.5702 -1.4783 1.6965  0.066
38 C -4.3946 -2.1714 0.3706  -0.083
39 C -3.0728 -1.7274 -0.2453  -0.192
40 N -2.9622 -0.2743 -0.3905  -0.099
41 C -3.1966 0.4024 0.8875  -0.203
42 C -4.5225 0.0191 1.5380  -0.081
43 H -3.8171 -1.7689 2.3244  0.187
44 H -5.4463 -1.7650 2.1361  0.190
45 H -5.2390 -1.8789 -0.2523  0.143
46 H -4.4307 -3.2470 0.5324  0.144
47 H -2.9672 -2.2070 -1.2168  0.138
48 H -2.2415 -2.0677 0.3808  0.125
49 H -3.6161 0.0597 -1.0922  0.129
50 H -3.1774 1.4811 0.7433  0.128
51 H -2.3692 0.1476 1.5581  0.101
52 H -5.3698 0.2980 0.9133  0.142
53 H -4.6408 0.4751 2.5190  0.143

---

No. 3
Molecular formula: C20H26ClNV
Method: DFT, ωB97M-V with the def2-TZVPD basis set

Calculated values
energy relative to the best compared isomer or geometry (same formula, charge and spin): 26.23 kcal/mol
total energy: -60845.7734 eV
net charge: +2
spin multiplicity: 2
lowest unoccupied orbital energy (alpha / beta): -7.62 / -7.61 eV
largest force on an atom: 0.102 hartree/bohr

Last column: Mulliken spin population.
Cartesian coordinates (Å):
1 C -0.0083 0.2187 -4.9759  0.005
2 C 1.3521 0.7195 -4.9064  0.001
3 C -0.2664 -1.1952 -5.1274  -0.001
4 C -1.1186 1.1560 -5.0270  0.000
5 Cl -0.0577 0.2437 -1.8817  0.026
6 H -0.2573 -1.2845 -6.2550  0.000
7 H -1.2612 -1.5527 -4.7823  0.001
8 H 0.5094 -1.8902 -4.7378  0.001
9 H 1.5648 0.9059 -5.9906  0.000
10 H 2.1208 -0.0022 -4.5411  0.000
11 H 1.5088 1.6887 -4.3745  0.001
12 H -1.1517 1.3494 -6.1282  0.000
13 H -0.9798 2.1390 -4.5177  0.000
14 H -2.1103 0.7472 -4.7278  0.000
15 C 1.4283 -1.5381 1.6945  -0.036
16 C 0.6802 -2.4781 0.9321  -0.043
17 C 0.8974 -2.2208 -0.4537  -0.023
18 H 0.1552 -3.3676 1.3089  0.001
19 C 1.9002 -1.1648 -0.5320  -0.047
20 C 2.1941 -0.7424 0.7907  -0.031
21 H 2.9948 -0.0545 1.0578  0.000
22 H 1.5194 -1.5618 2.7768  -0.001
23 H 0.4746 -2.7582 -1.3125  0.004
24 H 2.3421 -0.7417 -1.4393  -0.002
25 C -2.2396 0.7128 0.9538  -0.026
26 C -2.0508 -0.4132 1.8178  -0.043
27 C -2.0435 -1.5955 1.0082  -0.046
28 H -2.0795 -0.4148 2.9060  -0.001
29 C -2.1384 -1.2146 -0.3605  -0.018
30 C -2.3355 0.2408 -0.3828  -0.057
31 H -2.5018 0.8708 -1.2683  -0.002
32 H -2.4418 1.7415 1.2710  0.000
33 H -2.1335 -2.6352 1.3576  0.000
34 H -2.1377 -1.8683 -1.2483  0.004
35 V -0.1657 -0.3885 0.1652  1.334
36 N 0.4520 1.3760 1.7207  -0.007
37 C 0.5579 1.3720 3.1653  -0.004
38 C 1.6899 0.9610 3.8048  -0.005
39 C 1.7421 0.8396 5.1952  0.001
40 C 0.5913 1.1091 5.9386  -0.002
41 C -0.5658 1.5605 5.3106  0.002
42 C -0.6008 1.6632 3.9049  -0.005
43 H 1.3566 1.6040 1.3072  0.010
44 H -0.1845 2.0920 1.3891  0.010
45 H 2.5595 0.6365 3.1965  0.000
46 H 2.6502 0.4668 5.6691  0.000
47 H 0.6194 1.0071 7.0321  0.000
48 H -1.4849 1.7591 5.8872  0.000
49 H -1.5462 1.9018 3.4091  0.000